(1)
{"formula": "C22H51Br2O21P5", "method": "ωB97M-V with the def2-TZVPD basis set", "elements": ["O", "C", "Br", "C", "O", "P", "O", "O", "C", "C", "O", "Br", "O", "P", "O", "O", "O", "H", "H", "H", "H", "H", "H", "O", "P", "O", "C", "C", "O", "C", "C", "O", "C", "C", "H", "H", "H", "H", "H", "H", "H", "H", "H", "H", "H", "H", "H", "H", "H", "O", "P", "O", "C", "C", "O", "C", "C", "O", "C", "C", "H", "H", "H", "H", "H", "H", "H", "H", "H", "H", "H", "H", "H", "H", "H", "O", "P", "O", "C", "C", "O", "C", "C", "O", "C", "C", "H", "H", "H", "H", "H", "H", "H", "H", "H", "H", "H", "H", "H", "H", "H"], "positions_angstrom": [[-3.390, 4.940, 0.725], [-3.493, 3.624, 0.955], [-5.307, 2.758, 1.216], [-2.166, 2.615, 1.002], [-2.561, 1.262, 0.583], [-1.551, 0.661, -0.720], [-0.015, 1.002, -0.560], [-2.126, 1.281, -2.283], [-3.584, 1.358, -2.097], [-4.462, 1.404, -3.480], [-5.712, 0.867, -3.417], [-3.908, 2.200, -5.229], [-1.868, -1.081, -0.794], [-0.385, -1.981, -0.936], [0.369, -2.133, 0.478], [-0.863, -3.636, -1.368], [0.685, -1.454, -2.206], [-1.881, 2.536, 2.158], [-1.261, 3.075, 0.419], [-3.792, 2.390, -1.536], [-3.942, 0.425, -1.466], [-1.880, -3.660, -1.282], [1.567, -1.204, -1.756], [-1.377, 7.443, 5.986], [-0.568, 6.174, 5.624], [-1.701, 5.579, 4.578], [-1.771, 6.147, 3.283], [-0.591, 5.723, 2.432], [-1.039, 5.303, 6.965], [-1.393, 5.975, 8.163], [-2.895, 6.190, 8.230], [0.337, 4.756, 5.220], [1.745, 4.931, 5.292], [2.208, 5.269, 6.697], [-1.829, 7.238, 3.354], [-2.699, 5.797, 2.821], [0.336, 6.164, 2.807], [-0.724, 6.045, 1.396], [-0.465, 4.636, 2.452], [-0.843, 6.915, 8.260], [-1.083, 5.343, 9.002], [-3.292, 6.643, 7.316], [-3.159, 6.828, 9.077], [-3.411, 5.233, 8.346], [2.043, 5.716, 4.590], [2.210, 3.996, 4.966], [1.816, 6.240, 7.018], [3.300, 5.314, 6.743], [1.850, 4.524, 7.415], [3.558, 3.695, -6.412], [3.663, 3.017, -5.024], [5.207, 3.531, -4.734], [5.392, 4.871, -4.316], [4.931, 5.070, -2.886], [4.050, 1.509, -5.619], [3.612, 1.118, -6.911], [4.688, 1.397, -7.946], [3.780, 2.259, -3.474], [2.539, 2.149, -2.792], [1.547, 1.282, -3.546], [4.867, 5.552, -4.994], [6.460, 5.093, -4.389], [3.845, 4.973, -2.812], [5.207, 6.063, -2.523], [5.370, 4.316, -2.226], [2.667, 1.603, -7.166], [3.413, 0.042, -6.882], [5.071, 2.420, -7.882], [4.308, 1.231, -8.956], [5.547, 0.739, -7.788], [2.129, 3.151, -2.631], [2.741, 1.709, -1.810], [1.270, 1.740, -4.501], [0.633, 1.143, -2.961], [1.979, 0.302, -3.772], [-1.299, -10.919, -0.717], [-1.139, -9.499, -0.120], [-1.920, -9.854, 1.293], [-1.206, -10.570, 2.284], [-0.157, -9.696, 2.944], [-2.443, -8.845, -0.925], [-2.854, -9.383, -2.173], [-3.958, -10.407, -1.975], [-0.960, -7.913, 0.547], [0.206, -7.232, 0.106], [0.197, -6.996, -1.393], [-0.750, -11.464, 1.846], [-1.929, -10.902, 3.034], [0.642, -9.452, 2.241], [0.290, -10.207, 3.801], [-0.593, -8.751, 3.282], [-2.003, -9.802, -2.716], [-3.236, -8.556, -2.780], [-3.702, -11.153, -1.217], [-4.179, -10.925, -2.911], [-4.871, -9.918, -1.627], [1.089, -7.808, 0.400], [0.243, -6.271, 0.629], [0.237, -7.943, -1.941], [1.061, -6.396, -1.694], [-0.719, -6.484, -1.703]], "mol_weight_g_mol": 966.31, "lumo_ev": -2.08, "spin_multiplicity": 1, "smiles": "O=C(Br)COP(=O)(OCC(=O)Br)OP(=O)(O)O.CCOP(=O)(OCC)OCC.CCOP(=O)(OCC)OCC.CCOP(=O)(OCC)OCC", "homo_ev": -9.903, "energy_ha": -9303.52517, "orbital_gap_ev": 7.82}

***

(2)
{"formula": "C22H51F3IN7O3P3", "method": "ωB97M-V with the def2-TZVPD basis set", "elements": ["C", "C", "N", "C", "C", "C", "I", "C", "C", "C", "F", "C", "F", "F", "P", "C", "O", "H", "H", "H", "H", "H", "H", "H", "H", "H", "H", "H", "H", "H", "H", "H", "O", "P", "N", "C", "C", "N", "C", "C", "N", "C", "C", "H", "H", "H", "H", "H", "H", "H", "H", "H", "H", "H", "H", "H", "H", "H", "H", "H", "H", "O", "P", "N", "C", "C", "N", "C", "C", "N", "C", "C", "H", "H", "H", "H", "H", "H", "H", "H", "H", "H", "H", "H", "H", "H", "H", "H", "H", "H"], "positions_angstrom": [[0.196, 4.727, -1.513], [0.187, 3.767, -2.210], [0.148, 2.609, -3.018], [1.550, 2.056, -2.922], [1.877, 0.734, -3.646], [0.807, 0.014, -4.508], [0.210, -1.798, -3.503], [-0.915, 1.741, -2.386], [-2.276, 2.464, -2.136], [-3.417, 1.544, -2.517], [-4.013, 0.847, -1.511], [-3.907, 1.424, -3.788], [-3.237, 0.833, -4.769], [-5.089, 1.847, -4.197], [-0.379, 3.268, -4.737], [1.053, 3.122, -5.847], [-0.592, 4.866, -4.617], [0.320, 5.564, -0.866], [1.769, 1.954, -1.859], [2.230, 2.835, -3.258], [2.746, 0.897, -4.284], [2.229, 0.035, -2.893], [1.254, -0.249, -5.461], [-0.108, 0.560, -4.730], [-0.524, 1.447, -1.410], [-1.118, 0.832, -2.939], [-2.396, 2.649, -1.072], [-2.407, 3.353, -2.743], [0.932, 2.190, -6.399], [2.038, 3.099, -5.386], [0.957, 3.921, -6.582], [-1.436, 5.041, -4.181], [-0.027, -4.352, -1.100], [0.716, -4.732, 0.154], [1.204, -6.322, -0.284], [1.220, -7.492, 0.574], [2.090, -6.415, -1.441], [-0.626, -4.775, 1.225], [-0.895, -5.833, 2.182], [-1.890, -4.239, 0.733], [1.793, -4.605, 1.521], [1.638, -3.302, 2.227], [3.235, -4.709, 1.206], [1.831, -7.378, 1.480], [1.613, -8.355, 0.037], [0.214, -7.780, 0.874], [3.102, -6.039, -1.237], [1.690, -5.834, -2.275], [2.181, -7.441, -1.792], [-1.405, -6.683, 1.715], [-1.547, -5.461, 2.977], [0.008, -6.182, 2.679], [-2.397, -4.938, 0.058], [-1.742, -3.298, 0.209], [-2.558, -4.028, 1.572], [1.895, -2.457, 1.580], [2.283, -3.276, 3.105], [0.619, -3.161, 2.578], [3.540, -4.013, 0.419], [3.504, -5.718, 0.900], [3.825, -4.499, 2.096], [1.603, 3.585, 2.242], [0.393, 3.110, 2.996], [-0.196, 1.956, 1.850], [-1.581, 1.719, 1.489], [0.695, 0.837, 1.565], [-0.519, 4.567, 2.938], [-1.923, 4.655, 2.586], [0.169, 5.765, 2.479], [-0.605, 2.545, 4.304], [-0.402, 3.351, 5.543], [-0.384, 1.139, 4.713], [-2.228, 1.453, 2.334], [-1.659, 0.903, 0.767], [-2.016, 2.587, 0.989], [0.774, 0.127, 2.399], [1.705, 1.192, 1.347], [0.365, 0.277, 0.687], [-2.071, 4.671, 1.497], [-2.352, 5.579, 2.984], [-2.511, 3.847, 3.017], [0.279, 5.780, 1.386], [1.154, 5.851, 2.926], [-0.388, 6.655, 2.779], [0.625, 3.273, 5.912], [-1.079, 3.007, 6.324], [-0.620, 4.401, 5.375], [0.667, 0.929, 4.924], [-0.732, 0.441, 3.953], [-0.963, 0.918, 5.608]], "mol_weight_g_mol": 738.52, "lumo_ev": -2.99, "spin_multiplicity": 1, "homo_ev": -10.011, "energy_ha": -3098.71300, "orbital_gap_ev": 7.02, "total_charge": 1}

***

(3)
{"formula": "C22H51LaO4PSSi2", "method": "ωB97M-V with the def2-TZVPD basis set", "elements": ["C", "O", "C", "C", "C", "C", "C", "C", "C", "C", "C", "C", "Si", "C", "C", "C", "S", "O", "Si", "C", "C", "C", "O", "C", "C", "C", "C", "C", "P", "O", "H", "H", "H", "H", "H", "H", "H", "H", "H", "H", "H", "H", "H", "H", "H", "H", "H", "H", "H", "H", "H", "H", "H", "H", "H", "H", "H", "H", "H", "H", "H", "H", "H", "H", "H", "H", "H", "H", "H", "H", "H", "H", "H", "H", "H", "H", "H", "H", "H", "H", "H", "La"], "positions_angstrom": [[10.491, -2.548, -0.122], [9.993, -1.229, -0.267], [8.638, -1.172, -0.626], [8.284, 0.281, -0.897], [7.509, 0.930, 0.265], [6.025, 0.495, 0.250], [5.137, 1.598, -0.328], [3.657, 1.309, -0.064], [3.150, 2.044, 1.186], [2.130, 1.250, 1.997], [0.992, 0.699, 1.107], [-0.387, 1.224, 1.694], [-1.958, 0.947, 0.589], [-1.774, 2.099, -0.868], [-2.457, 3.476, -0.634], [-3.189, 3.885, -1.916], [-1.984, 4.517, -3.106], [-3.272, 1.174, 1.529], [-4.457, -0.073, 1.536], [-5.805, 0.169, 0.268], [-5.438, 1.204, -0.823], [-5.415, 0.661, -2.252], [-4.083, 0.286, -2.640], [-3.724, -1.840, 1.388], [-3.702, -2.412, -0.096], [-4.514, -3.703, -0.137], [-5.102, -3.942, -1.518], [-3.639, -4.876, 0.363], [-5.434, -0.095, 3.557], [-6.177, -1.382, 3.575], [11.547, -2.550, -0.355], [10.317, -2.921, 0.886], [9.988, -3.221, -0.815], [8.469, -1.768, -1.528], [8.016, -1.579, 0.182], [9.187, 0.859, -1.052], [7.672, 0.350, -1.795], [7.957, 0.574, 1.186], [7.595, 2.002, 0.147], [5.731, 0.247, 1.270], [5.912, -0.380, -0.381], [5.291, 1.586, -1.401], [5.415, 2.574, 0.044], [3.481, 0.242, 0.097], [3.063, 1.615, -0.923], [3.977, 2.285, 1.845], [2.689, 2.988, 0.914], [2.588, 0.474, 2.601], [1.669, 1.933, 2.700], [1.017, -0.427, 1.242], [1.100, 0.993, 0.063], [-0.284, 2.301, 1.787], [-0.497, 0.831, 2.706], [-1.873, -0.429, 0.019], [-2.128, 1.613, -1.772], [-0.702, 2.250, -0.993], [-3.166, 3.486, 0.185], [-1.661, 4.197, -0.501], [-3.998, 4.573, -1.711], [-3.656, 3.011, -2.354], [-2.428, 4.023, -4.271], [-6.123, -0.773, -0.167], [-6.680, 0.528, 0.798], [-6.196, 1.977, -0.821], [-4.497, 1.712, -0.633], [-5.769, 1.450, -2.900], [-6.092, -0.184, -2.309], [-4.088, -0.666, -2.831], [-2.690, -1.901, 1.843], [-4.324, -2.531, 1.976], [-4.109, -1.715, -0.823], [-2.652, -2.631, -0.458], [-5.343, -3.593, 0.554], [-5.882, -3.209, -1.692], [-5.587, -4.909, -1.526], [-4.357, -3.917, -2.308], [-2.572, -4.708, 0.186], [-3.904, -5.783, -0.166], [-3.811, -5.043, 1.420], [-6.201, 1.072, 3.758], [-4.378, -0.140, 4.502], [-0.528, -1.746, 0.567]], "mol_weight_g_mol": 637.76, "lumo_ev": -12.91, "spin_multiplicity": 1, "homo_ev": -14.301, "energy_ha": -2518.78805, "orbital_gap_ev": 1.39, "total_charge": 3}

***

(4)
{"formula": "C22H51N15O8P2", "method": "ωB97M-V with the def2-TZVPD basis set", "elements": ["C", "C", "P", "C", "C", "C", "O", "N", "C", "C", "C", "C", "C", "C", "P", "C", "C", "C", "C", "H", "H", "H", "H", "H", "H", "H", "H", "H", "H", "H", "H", "H", "H", "H", "H", "H", "H", "H", "H", "H", "H", "H", "C", "O", "N", "N", "H", "H", "H", "H", "C", "O", "N", "N", "H", "H", "H", "H", "C", "O", "N", "N", "H", "H", "H", "H", "C", "O", "N", "N", "H", "H", "H", "H", "C", "O", "N", "N", "H", "H", "H", "H", "C", "O", "N", "N", "H", "H", "H", "H", "C", "O", "N", "N", "H", "H", "H", "H"], "positions_angstrom": [[-2.272, 3.586, 4.221], [-1.329, 3.769, 3.491], [-0.033, 3.958, 2.200], [-0.519, 2.250, 1.441], [0.694, 1.349, 1.207], [0.371, -0.085, 0.824], [0.540, -0.459, -0.308], [-0.102, -1.035, 1.815], [-1.471, -0.795, 2.176], [-1.869, -0.693, 3.507], [-3.202, -0.454, 3.791], [-4.155, -0.310, 2.789], [-3.748, -0.422, 1.465], [-2.415, -0.670, 1.156], [0.652, 5.962, 2.872], [-0.671, 7.213, 2.569], [-1.990, 7.090, 3.382], [1.104, 5.910, 4.671], [0.567, 7.064, 5.532], [-3.039, 3.345, 4.918], [1.244, 3.428, 2.563], [-0.298, 4.570, 0.929], [-1.249, 1.811, 2.118], [-1.056, 2.436, 0.506], [1.261, 1.753, 0.367], [1.364, 1.376, 2.075], [0.465, -0.929, 2.653], [-1.145, -0.784, 4.305], [-3.541, -0.353, 4.815], [-5.191, -0.116, 3.028], [-4.453, -0.305, 0.652], [-2.139, -0.745, 0.113], [-0.919, 7.144, 1.510], [-0.226, 8.191, 2.745], [-2.786, 6.722, 2.736], [-2.325, 8.058, 3.762], [-1.929, 6.411, 4.227], [0.846, 4.948, 5.125], [2.192, 5.965, 4.704], [0.875, 6.880, 6.565], [-0.516, 7.128, 5.542], [1.017, 8.013, 5.244], [2.321, -4.058, -1.053], [2.511, -5.269, -1.039], [2.506, -3.301, -2.172], [1.913, -3.367, 0.048], [2.371, -2.307, -2.210], [2.815, -3.775, -2.999], [1.763, -3.889, 0.892], [1.753, -2.376, 0.047], [0.627, -8.490, -0.113], [1.767, -8.589, 0.295], [-0.296, -9.496, 0.060], [0.155, -7.390, -0.774], [-1.242, -9.443, -0.264], [0.012, -10.319, 0.541], [0.790, -6.619, -0.929], [-0.787, -7.319, -1.105], [4.865, -1.068, -4.274], [3.723, -1.171, -3.835], [5.156, -0.371, -5.399], [5.922, -1.668, -3.654], [6.080, -0.302, -5.783], [4.390, 0.057, -5.891], [5.729, -2.197, -2.823], [6.864, -1.612, -3.991], [-5.826, 6.625, 2.027], [-5.287, 5.873, 2.818], [-5.670, 6.498, 0.673], [-6.628, 7.659, 2.426], [-6.101, 7.106, 0.004], [-5.087, 5.749, 0.349], [-6.760, 7.780, 3.413], [-7.079, 8.290, 1.792], [-2.901, -4.585, 3.846], [-1.748, -4.380, 4.184], [-3.563, -5.740, 4.173], [-3.624, -3.681, 3.123], [-4.510, -5.931, 3.908], [-3.057, -6.422, 4.705], [-3.164, -2.825, 2.871], [-4.573, -3.825, 2.839], [5.920, -2.851, -7.966], [6.196, -1.670, -8.088], [6.554, -3.835, -8.676], [4.943, -3.272, -7.111], [6.335, -4.808, -8.591], [7.271, -3.548, -9.315], [4.444, -2.556, -6.611], [4.684, -4.232, -6.986], [1.541, -1.662, -6.824], [2.557, -1.085, -7.182], [0.612, -2.126, -7.716], [1.262, -1.891, -5.509], [-0.226, -2.602, -7.446], [0.795, -1.972, -8.690], [1.937, -1.555, -4.840], [0.440, -2.363, -5.185]], "mol_weight_g_mol": 715.70, "lumo_ev": 0.44, "spin_multiplicity": 1, "smiles": "C#C[PH2](CCC(=O)Nc1ccccc1)P(CC)CC.NC(N)=O.NC(N)=O.NC(N)=O.NC(N)=O.NC(N)=O.NC(N)=O.NC(N)=O", "homo_ev": -7.400, "energy_ha": -2974.98828, "orbital_gap_ev": 7.84}

***

(5)
{"formula": "C22H51N3O11", "method": "ωB97M-V with the def2-TZVPD basis set", "elements": ["C", "C", "C", "C", "N", "C", "C", "C", "C", "C", "C", "C", "H", "H", "H", "H", "H", "H", "H", "H", "H", "H", "H", "H", "H", "H", "H", "H", "H", "H", "H", "H", "H", "H", "H", "H", "C", "C", "C", "O", "C", "N", "H", "H", "H", "H", "H", "H", "H", "H", "H", "H", "H", "H", "C", "C", "C", "O", "C", "N", "H", "H", "H", "H", "H", "H", "H", "H", "H", "H", "H", "H", "O", "C", "O", "O", "H", "O", "C", "O", "O", "H", "O", "C", "O", "O", "H"], "positions_angstrom": [[9.144, 18.874, 6.534], [8.572, 17.758, 7.477], [8.887, 16.300, 6.976], [10.266, 15.837, 7.447], [10.630, 14.337, 7.223], [10.307, 13.804, 5.776], [9.122, 12.901, 5.986], [9.160, 12.326, 7.383], [9.927, 13.361, 8.182], [12.217, 14.197, 7.396], [12.705, 14.534, 8.817], [14.262, 14.525, 8.839], [8.357, 19.085, 5.810], [10.084, 18.635, 6.036], [9.243, 19.766, 7.152], [7.527, 18.058, 7.561], [8.881, 17.940, 8.507], [8.886, 16.256, 5.887], [8.141, 15.588, 7.330], [10.282, 15.939, 8.532], [10.974, 16.392, 6.831], [11.125, 13.150, 5.474], [10.276, 14.647, 5.086], [8.974, 12.272, 5.108], [8.270, 13.580, 5.960], [9.507, 11.302, 7.517], [8.164, 12.391, 7.823], [10.629, 12.844, 8.835], [9.263, 13.937, 8.827], [12.703, 14.725, 6.576], [12.297, 13.119, 7.254], [12.279, 13.844, 9.545], [12.474, 15.520, 9.221], [14.620, 13.495, 8.834], [14.614, 14.960, 9.774], [14.730, 15.158, 8.085], [14.461, 8.116, 10.066], [13.371, 8.474, 9.028], [12.027, 7.667, 9.165], [11.042, 8.121, 8.161], [9.669, 7.840, 8.538], [13.314, 10.042, 9.092], [12.599, 10.380, 8.464], [12.856, 10.230, 9.973], [14.193, 10.518, 8.947], [14.428, 8.659, 11.010], [15.462, 8.344, 9.698], [14.413, 7.043, 10.254], [13.786, 8.203, 8.057], [11.687, 7.868, 10.181], [12.185, 6.589, 9.173], [9.582, 6.797, 8.843], [8.920, 8.052, 7.775], [9.503, 8.548, 9.350], [7.033, 10.366, 10.162], [6.823, 11.296, 11.420], [7.403, 10.656, 12.683], [7.385, 11.400, 13.972], [6.191, 12.087, 14.245], [7.483, 12.696, 11.222], [6.929, 13.251, 10.584], [7.419, 13.269, 12.051], [8.463, 12.742, 10.984], [8.072, 10.052, 10.064], [6.852, 10.949, 9.259], [6.384, 9.490, 10.203], [5.763, 11.463, 11.611], [8.445, 10.348, 12.592], [6.917, 9.684, 12.764], [5.340, 11.464, 13.969], [6.104, 12.953, 13.588], [6.113, 12.483, 15.257], [13.868, 11.583, 13.576], [15.034, 11.194, 13.087], [15.395, 10.953, 11.936], [16.020, 11.198, 13.815], [13.366, 11.686, 12.764], [10.282, 12.766, 11.512], [11.227, 11.814, 11.307], [12.419, 12.163, 11.467], [10.923, 10.738, 10.759], [10.990, 13.414, 11.550], [9.571, 15.683, 10.935], [9.018, 16.098, 12.067], [9.638, 16.976, 12.629], [8.045, 15.482, 12.551], [10.300, 16.300, 11.030]], "mol_weight_g_mol": 533.66, "lumo_ev": -0.94, "spin_multiplicity": 1, "homo_ev": -4.453, "energy_ha": -1860.53882, "orbital_gap_ev": 3.52}